Molecular formula: C29H46BrFeN3P2S
Method: DFT, the ωB97M-V functional and the def2-TZVPD basis

Each line ends with the Mulliken spin population.
Positions of all 83 atoms, in Å:
N -5.411 3.818 -4.671  -0.0011
C -5.276 4.181 -3.390  -0.0004
C -4.560 3.435 -2.446  -0.0002
C -3.863 2.271 -2.863  -0.0347
C -4.042 1.886 -4.223  -0.0017
C -4.803 2.699 -5.071  0.0010
C -2.899 1.585 -2.015  0.0217
Fe -0.996 0.153 -1.016  3.0180
P 3.574 -0.473 -0.881  0.6209
C -1.675 1.020 -2.585  -0.0751
C -0.405 1.879 -2.683  0.0410
C 0.357 1.864 -3.873  0.0283
C 1.373 2.809 -4.073  -0.0011
C 1.623 3.846 -3.155  0.0169
C 0.750 3.933 -2.038  -0.0074
C -0.107 2.867 -1.725  -0.0352
Br 3.117 4.899 -3.271  0.0019
H -3.065 1.627 -0.933  -0.0147
H -1.837 0.401 -3.472  -0.0502
H -4.471 3.822 -1.436  0.0010
H -3.539 1.013 -4.647  -0.0002
H -5.758 5.120 -3.113  0.0000
H -4.905 2.432 -6.130  0.0000
H 0.133 1.132 -4.649  0.0013
H -0.589 2.773 -0.752  0.0062
H 1.917 2.776 -5.008  -0.0006
H 0.757 4.809 -1.410  -0.0006
P -1.317 -1.996 -1.435  0.0682
C 3.763 1.320 -0.841  0.0599
C 5.230 1.712 -1.118  0.0297
H 3.465 1.675 0.157  -0.0078
H 3.079 1.759 -1.584  0.0254
H 5.388 2.774 -0.894  0.0021
H 5.915 1.128 -0.487  -0.0116
H 5.509 1.541 -2.166  -0.0019
C 3.343 -0.848 -2.643  0.0867
C 4.570 -1.620 -3.167  0.0361
H 3.234 0.113 -3.165  0.0089
H 2.419 -1.417 -2.805  -0.0155
H 4.469 -1.815 -4.238  0.0002
H 5.496 -1.054 -3.010  -0.0059
H 4.684 -2.583 -2.656  -0.0002
C 2.435 -1.013 0.401  0.0859
C 3.259 -1.631 1.549  0.0467
H 1.717 -1.737 -0.013  -0.0029
H 1.852 -0.144 0.748  0.0198
H 2.670 -2.363 2.111  0.0036
H 4.145 -2.142 1.150  -0.0133
H 3.609 -0.866 2.254  0.0004
C -1.091 -3.081 0.011  -0.0009
C -1.738 -4.461 -0.061  0.0059
H -1.444 -2.518 0.883  -0.0072
H -0.005 -3.178 0.135  0.0145
H -2.810 -4.430 0.152  -0.0006
H -1.605 -4.944 -1.033  0.0003
H -1.281 -5.115 0.687  -0.0008
C 0.036 -2.577 -2.532  0.0457
C -0.117 -2.272 -4.013  0.0074
H 0.150 -3.655 -2.346  0.0047
H 0.933 -2.093 -2.122  -0.0652
H -1.051 -2.678 -4.411  0.0012
H -0.094 -1.197 -4.225  0.0005
H 0.714 -2.727 -4.565  -0.0006
C -2.892 -2.473 -2.276  -0.0159
C -4.137 -2.220 -1.424  -0.0234
H -2.812 -3.525 -2.597  0.0013
H -2.938 -1.850 -3.185  0.0016
H -4.831 -1.562 -1.965  0.0027
H -4.657 -3.158 -1.193  -0.0010
H -3.912 -1.716 -0.473  0.0040
C -1.474 -1.428 3.778  -0.0003
N -0.551 -0.400 3.316  0.0057
C 0.651 -0.084 3.941  0.0004
C 1.235 0.903 3.216  0.0055
N 0.408 1.140 2.130  0.0169
C -0.695 0.340 2.184  0.0166
S -1.971 0.279 1.068  0.0294
H -2.502 -1.120 3.572  0.0003
H -1.279 -2.388 3.285  0.0001
H -1.335 -1.543 4.852  0.0001
H 0.958 -0.593 4.837  0.0003
H 2.149 1.457 3.388  -0.0002
H 0.569 1.822 1.379  0.0012

Computed properties:
2S+1 = 5
Kohn-Sham gap (spin up / spin down) = 5.67 / 3.11 eV
expectation value of S² = 6.125
total charge = +2
highest occupied orbital energy (spin up / spin down) = -0.4280 / -0.4323 Eh


Molecular formula: C29H46BrN3P2Sn
Method: DFT, the ωB97M-V functional and the def2-TZVPD basis

Each line ends with the Löwdin charge.
Positions of all 82 atoms, in Å:
N -1.144 5.253 2.713  0.0448
C -2.393 4.759 2.710  -0.1175
C -2.843 3.784 3.622  0.0025
C -1.903 3.253 4.533  -0.2040
C -0.663 3.949 4.671  -0.0062
C -0.329 4.913 3.719  -0.1333
C -1.972 1.878 4.959  0.0042
Sn 0.444 -0.752 0.602  1.0502
P 0.741 -2.538 -2.281  0.8298
C -0.809 1.154 5.132  -0.0362
C -0.585 -0.114 4.542  -0.1866
C 0.774 -0.499 4.356  0.0103
C 1.115 -1.302 3.285  -0.1410
C 0.033 -1.711 2.497  -0.5500
C -1.308 -1.579 2.758  -0.1322
C -1.625 -0.779 3.849  0.0156
Br 0.690 -3.390 0.646  0.4688
H -2.943 1.381 4.997  0.1258
H 0.022 1.599 5.683  0.1237
H -3.844 3.359 3.547  0.1156
H 0.092 3.678 5.406  0.1127
H -3.070 5.132 1.948  0.1095
H 0.647 5.401 3.743  0.1175
H 1.544 -0.045 4.990  0.1380
H -2.653 -0.538 4.097  0.1248
H 2.150 -1.502 2.999  0.1132
H -2.084 -1.978 2.108  0.0976
P 1.877 1.499 -0.576  0.8756
C -0.782 -3.597 -2.049  -0.4908
C -0.754 -5.102 -2.289  -0.1518
H -1.504 -3.115 -2.726  0.0756
H -1.133 -3.396 -1.019  -0.0240
H -1.799 -5.436 -2.201  0.0846
H -0.413 -5.373 -3.299  0.0636
H -0.175 -5.666 -1.545  0.0716
C 2.397 -3.447 -2.257  -0.4173
C 2.511 -4.786 -2.980  -0.1364
H 2.698 -3.542 -1.199  0.0182
H 3.066 -2.710 -2.748  0.0749
H 3.406 -5.271 -2.553  0.0862
H 1.630 -5.435 -2.819  0.0545
H 2.709 -4.662 -4.057  0.0748
C 0.623 -2.176 -4.077  -0.4355
C 0.302 -3.328 -5.036  -0.1302
H 1.602 -1.726 -4.320  0.0692
H -0.133 -1.371 -4.146  0.0672
H 0.457 -2.962 -6.058  0.0834
H 0.958 -4.196 -4.901  0.0502
H -0.740 -3.658 -4.956  0.0743
C 1.740 2.219 -2.265  -0.3742
C 1.535 1.208 -3.402  -0.1408
H 2.670 2.791 -2.418  0.1047
H 0.915 2.948 -2.267  0.0752
H 1.509 1.727 -4.374  0.0943
H 2.346 0.468 -3.447  0.0666
H 0.584 0.665 -3.297  0.0494
C 3.616 0.940 -0.483  -0.3950
C 4.072 0.400 0.860  -0.1350
H 4.210 1.803 -0.813  0.1031
H 3.719 0.170 -1.257  0.0857
H 5.085 -0.002 0.777  0.0931
H 4.097 1.174 1.626  0.0796
H 3.432 -0.408 1.221  0.0307
C 1.771 2.919 0.599  -0.3727
C 0.641 3.917 0.288  -0.1374
H 2.763 3.407 0.603  0.1028
H 1.623 2.486 1.606  0.0783
H 0.552 4.672 1.087  0.0582
H 0.833 4.436 -0.666  0.0798
H -0.338 3.403 0.229  0.0549
C -5.153 0.055 -0.813  0.0108
N -3.740 0.327 -0.625  -0.1011
C -3.051 1.403 -1.174  -0.0043
C -1.752 1.262 -0.804  -0.1198
N -1.631 0.110 -0.034  -0.0782
C -2.854 -0.419 0.073  -0.1114
H -5.750 0.904 -0.452  0.1108
H -5.385 -0.103 -1.876  0.1123
H -5.417 -0.847 -0.250  0.1044
H -3.521 2.125 -1.816  0.1396
H -0.876 1.842 -1.067  0.0665
H -3.128 -1.313 0.616  0.1336

Computed properties:
Kohn-Sham gap (spin up / spin down) = 4.97 / 5.25 eV
total charge = +2
highest occupied orbital energy (spin up / spin down) = -0.4687 / -0.4584 Eh
energy above the lowest of the compared OMol25 structures with the same formula, charge and spin = 1.674 eV


Molecular formula: C29H46Cl2N4Pt
Method: DFT, the ωB97M-V functional and the def2-TZVPD basis

Each line ends with the Mulliken spin population.
Positions of all 82 atoms, in Å:
Pt 0.287 -0.387 -0.038  2.6574
Cl -1.834 -0.104 -1.087  0.3116
C 2.995 -3.239 1.369  -0.3277
C 1.609 -1.843 0.285  -0.1331
N 1.754 -2.640 1.384  0.8855
H 4.526 -3.216 -0.181  -0.1543
N 2.681 -2.142 -0.491  1.1191
H 3.364 -3.885 2.138  -0.0338
C 0.716 -2.891 2.386  -3.2699
C 1.015 -4.180 3.133  1.3605
C 0.747 -1.741 3.365  0.6208
H 1.948 -4.123 3.698  -0.1851
H 0.216 -4.352 3.863  0.0693
H 1.047 -5.050 2.468  -0.0695
H -1.410 -3.097 2.441  -0.0529
H -0.612 -3.968 1.087  -0.0445
H 0.507 -0.789 2.869  0.0192
C -0.620 -3.042 1.675  0.5811
H 1.764 -1.662 3.777  -0.0774
H 0.028 -1.941 4.170  0.0917
H -0.861 -2.206 0.987  0.2379
C 3.567 -2.918 0.201  0.3514
C 3.903 -0.834 -2.112  0.7087
H 4.880 -1.177 -1.750  -0.1988
H 3.984 -0.647 -3.190  0.0599
C 2.838 -1.902 -1.922  -3.3196
H 1.697 -1.257 -3.587  0.0771
C 3.304 -3.188 -2.592  1.3434
H 2.527 -3.960 -2.535  -0.0593
H 3.642 0.096 -1.595  0.1226
H 1.127 -0.557 -2.047  -0.1991
H 4.226 -3.586 -2.159  -0.2250
H 3.498 -2.960 -3.645  0.0852
C 1.514 -1.490 -2.527  0.9280
H 0.762 -2.286 -2.421  -0.0008
C -3.883 3.126 -1.128  0.2084
N -3.349 2.018 -0.483  1.1436
H -3.508 3.929 -3.099  0.3439
N -2.442 2.138 -2.453  1.0738
H -4.668 3.760 -0.739  0.4292
C -3.628 1.714 0.941  -3.2724
C -4.812 2.561 1.366  1.4523
C -4.050 0.268 1.114  0.6613
H -5.699 2.325 0.762  -0.1755
H -5.044 2.325 2.415  0.0229
H -4.596 3.637 1.313  -0.1079
H -2.656 1.913 2.830  -0.0372
H -2.184 3.156 1.655  -0.0292
H -3.227 -0.445 1.009  0.1558
C -2.414 2.089 1.772  0.5869
H -4.836 0.022 0.394  -0.1507
H -4.468 0.155 2.123  -0.0099
H -1.526 1.500 1.496  0.1463
C -3.316 3.211 -2.329  -0.5501
C -2.108 0.524 -4.252  0.7917
H -3.192 0.549 -4.430  -0.2580
H -1.614 0.363 -5.218  -0.0510
C -1.678 1.871 -3.702  -3.3850
H 0.360 1.952 -4.355  0.0037
C -2.072 2.892 -4.756  1.5996
H -1.818 3.921 -4.476  -0.1389
H -1.869 -0.308 -3.586  0.3163
H 0.181 1.221 -2.746  0.1876
H -3.144 2.834 -4.995  -0.2224
H -1.520 2.659 -5.678  0.0598
C -0.194 2.009 -3.411  0.3463
H 0.011 2.983 -2.950  0.0091
C -2.378 1.483 -1.269  -0.6816
Cl 4.253 0.308 1.180  -0.0893
C 3.139 0.900 2.359  -0.0929
C 3.511 0.804 3.697  -0.0292
C 2.628 1.220 4.696  0.0669
C 1.377 1.722 4.334  0.0035
C 1.024 1.833 2.989  -0.0335
C 1.873 1.382 1.969  0.0782
C 1.357 1.324 0.546  0.1918
H 4.485 0.395 3.942  0.0653
H 2.919 1.154 5.741  0.0314
H 0.660 2.033 5.100  0.0005
H 0.051 2.232 2.709  -0.0148
H 0.576 2.084 0.389  0.1066
H 2.153 1.422 -0.203  -0.0328

Computed properties:
2S+1 = 5
Kohn-Sham gap (spin up / spin down) = 1.71 / 7.16 eV
expectation value of S² = 6.012
total charge = -2
highest occupied orbital energy (spin up / spin down) = 0.0841 / -0.1061 Eh


Molecular formula: C29H46F3N10O5S2
Method: DFT, the ωB97M-V functional and the def2-TZVPD basis

Each line ends with the Löwdin charge.
Positions of all 95 atoms, in Å:
C -1.588 1.240 -1.271  -0.0444
C -0.600 0.077 -1.254  -0.3040
C 0.671 0.520 -0.508  -0.0901
O 0.881 -0.205 0.731  0.0173
C 2.146 -0.615 0.898  -0.5560
O 2.779 -1.244 0.102  0.1207
C 2.758 -0.247 2.247  -0.3415
S 4.418 -0.940 2.496  1.0556
C 4.455 -1.750 4.117  -0.5233
O 4.247 -3.151 3.874  -0.1199
C 3.952 -3.870 5.061  -0.1468
C 2.544 -3.479 5.528  -0.2169
C 2.244 -3.966 6.959  -0.2069
N 2.418 -5.432 7.011  0.0284
N 2.260 -2.017 5.284  0.1636
C 3.487 -1.162 5.170  -0.1195
C 4.094 -0.892 6.562  -0.5501
F 4.443 0.410 6.589  0.1657
F 5.197 -1.597 6.833  0.1615
F 3.207 -1.082 7.557  0.1633
O -0.177 -0.284 -2.587  -0.0088
C -1.170 -0.676 -3.446  -0.5453
O -1.312 -0.070 -4.467  0.1406
C -2.021 -1.892 -3.165  -0.3992
S -3.690 -1.410 -2.529  0.7710
H -1.282 2.022 -1.963  0.0607
H -1.577 1.672 -0.262  0.0919
H -2.612 0.918 -1.440  0.0195
H -1.034 -0.821 -0.797  0.1442
H 0.561 1.572 -0.247  0.1153
H 1.491 0.428 -1.220  0.1205
H 2.860 0.844 2.254  0.1030
H 2.060 -0.472 3.059  0.0714
H 5.492 -1.667 4.458  0.1250
H 4.715 -3.785 5.847  0.0893
H 3.887 -4.928 4.815  0.1415
H 1.851 -4.029 4.883  0.1620
H 2.937 -3.560 7.696  0.1192
H 1.198 -3.793 7.234  0.1231
H 2.223 -5.834 6.097  0.0740
H 3.401 -5.652 7.157  0.0725
H 1.574 -1.624 5.934  0.1959
H 1.825 -1.963 4.359  0.1724
H 3.125 -0.196 4.819  0.1486
H -1.542 -2.556 -2.440  0.0613
H -2.188 -2.464 -4.075  0.0819
H -4.190 -2.602 -2.156  -0.1897
C -3.544 -4.858 0.918  -0.0578
C -3.472 -4.599 -0.517  -0.2450
N -3.424 -4.391 -1.642  0.1279
H -4.583 -4.865 1.240  0.0862
H -3.095 -5.824 1.142  0.0829
H -3.008 -4.080 1.460  0.0787
C -5.977 3.014 -3.090  -0.0621
C -5.177 1.828 -2.809  -0.2210
N -4.547 0.891 -2.600  0.0004
H -6.342 2.976 -4.114  0.0798
H -6.828 3.051 -2.413  0.0792
H -5.372 3.910 -2.957  0.0671
C 4.205 1.906 -3.041  -0.0543
C 3.295 2.638 -2.165  -0.2658
N 2.576 3.206 -1.476  0.1399
H 4.681 1.099 -2.487  0.0833
H 3.651 1.486 -3.878  0.0896
H 4.972 2.579 -3.421  0.0855
C 8.414 -3.166 7.473  -0.0520
C 7.291 -4.078 7.269  -0.2586
N 6.412 -4.797 7.117  0.1420
H 8.138 -2.396 8.190  0.0865
H 9.271 -3.718 7.855  0.0909
H 8.686 -2.697 6.529  0.0863
C -0.231 5.831 -2.255  -0.0505
C -1.337 4.881 -2.325  -0.2445
N -2.200 4.125 -2.362  0.1573
H -0.444 6.590 -1.505  0.0863
H 0.686 5.306 -1.986  0.0577
H -0.097 6.314 -3.222  0.0847
C -3.648 5.731 -5.318  -0.1032
C -3.962 7.074 -4.830  -0.2849
N -4.205 8.128 -4.450  0.1151
H -2.872 5.784 -6.072  0.0403
H -3.294 5.115 -4.492  0.0422
H -4.533 5.276 -5.754  0.0730
C -7.851 -1.297 -4.343  -0.0647
C -8.399 0.013 -4.002  -0.2773
N -8.823 1.044 -3.737  0.1320
H -7.000 -1.177 -5.011  0.0836
H -7.523 -1.806 -3.439  0.0785
H -8.612 -1.898 -4.837  0.0813
C -1.919 4.874 -9.689  -0.0602
C -2.456 4.332 -8.443  -0.2534
N -2.880 3.907 -7.467  0.1473
H -1.347 5.776 -9.484  0.0828
H -1.269 4.139 -10.160  0.0838
H -2.735 5.116 -10.368  0.0845

Computed properties:
Kohn-Sham gap = 6.41 eV
total charge = +1
highest occupied orbital energy = -0.3576 Eh


Molecular formula: C29H46N7OSSe2SiW
Method: DFT, the ωB97M-V functional and the def2-TZVPD basis

Each line ends with the Löwdin charge.
Positions of all 88 atoms, in Å:
W 0.390 1.423 0.508  1.2496
C -3.013 -0.017 0.382  -0.3400
Se -1.188 -0.616 0.670  0.9260
C -1.405 -0.997 2.586  -0.4949
C -1.367 -2.483 2.885  -0.5471
Se 0.353 -3.288 2.410  0.9267
C -0.277 -4.361 0.917  -0.4283
H -3.213 0.842 1.017  0.0116
H -3.693 -0.835 0.618  0.0343
H -3.097 0.233 -0.671  0.0052
H -2.347 -0.543 2.898  0.0788
H -0.593 -0.482 3.093  0.0276
H -2.140 -3.027 2.343  0.0629
H -1.524 -2.653 3.950  0.0635
H -1.045 -5.054 1.254  0.0279
H 0.576 -4.924 0.545  0.0190
H -0.660 -3.713 0.132  -0.0237
N 0.700 3.208 -3.332  0.1370
C -0.480 2.577 -3.670  -0.0373
C -0.852 1.855 -2.580  -0.0887
N 0.076 2.040 -1.585  -0.0292
C 0.996 2.862 -2.069  -0.2611
C 2.088 3.238 -1.199  -0.2465
N 2.055 2.790 0.041  -0.0200
C 3.184 3.252 0.666  -0.0692
C 3.904 3.993 -0.218  -0.0422
N 3.196 3.975 -1.401  0.1377
H 1.224 3.823 -3.930  0.1678
H -0.926 2.691 -4.640  0.1257
H -1.677 1.173 -2.467  0.0860
H 3.399 3.013 1.693  0.1201
H 4.835 4.522 -0.120  0.1240
H 3.480 4.425 -2.255  0.1673
C 1.036 1.456 4.223  -0.0284
C 1.867 0.540 3.379  -0.3352
C 2.881 -0.237 3.909  -0.0417
C 3.659 -1.010 3.049  -0.0614
C 3.412 -1.019 1.695  -0.0398
C 2.344 -0.253 1.204  -0.4789
N 1.615 0.516 2.063  -0.0343
N 1.874 -0.114 -0.060  -0.1920
Si 2.486 -0.989 -1.431  0.3847
C 4.265 -0.506 -1.777  -0.1631
C 1.462 -0.565 -2.935  -0.1607
C 2.340 -2.836 -1.160  -0.1517
H 1.472 2.458 4.226  0.0817
H 0.998 1.109 5.254  0.0890
H 0.024 1.547 3.829  0.0547
H 3.064 -0.226 4.974  0.1116
H 4.463 -1.613 3.451  0.1141
H 4.008 -1.618 1.021  0.0919
H 4.335 0.573 -1.945  0.0197
H 4.641 -1.006 -2.673  0.0347
H 4.939 -0.750 -0.955  0.0227
H 1.626 0.458 -3.282  0.0173
H 0.394 -0.699 -2.746  0.0044
H 1.750 -1.230 -3.755  0.0415
H 2.799 -3.168 -0.228  0.0252
H 2.800 -3.392 -1.981  0.0403
H 1.282 -3.105 -1.119  0.0076
C -1.677 -4.559 -4.257  -0.1237
C -1.288 -3.291 -3.513  -0.3985
S -2.602 -2.057 -3.466  0.9347
O -2.100 -0.994 -2.530  -0.5871
C -3.859 -2.982 -2.553  -0.3812
C -3.387 -3.540 -1.223  -0.1306
H -0.797 -5.180 -4.418  0.0820
H -2.104 -4.331 -5.235  0.0801
H -2.401 -5.151 -3.697  0.0674
H -0.467 -2.771 -4.009  0.0791
H -0.987 -3.470 -2.479  0.0742
H -4.240 -3.749 -3.230  0.0867
H -4.654 -2.246 -2.420  0.0877
H -2.760 -4.423 -1.352  0.0698
H -4.243 -3.831 -0.614  0.0865
H -2.814 -2.788 -0.677  0.0302
N -0.670 2.569 1.327  -0.1837
C -1.520 3.457 1.967  -0.3592
C -2.809 3.663 1.472  -0.0485
C -3.667 4.549 2.104  -0.0827
C -3.251 5.244 3.231  -0.0894
C -1.964 5.055 3.717  -0.0808
C -1.101 4.171 3.091  -0.0431
H -3.120 3.133 0.581  0.0994
H -4.665 4.699 1.712  0.1053
H -3.922 5.935 3.723  0.1037
H -1.629 5.602 4.588  0.1058
H -0.094 4.027 3.460  0.0913

Computed properties:
Kohn-Sham gap = 6.49 eV
total charge = +1
highest occupied orbital energy = -0.3296 Eh
energy above the lowest of the compared OMol25 structures with the same formula, charge and spin = 0.000 eV